Molecular formula: C5H14
Method: DFT, ωB97M-V/def2-TZVPD

Output
ΔE to the lowest compared entry with this formula, charge and spin = 28.1 kcal per mole
HOMO energy = -11.059 eV
Structure (SMILES) = CCC.CC
HOMO-LUMO gap = 12.153 eV

```
19
C5H14 | the Open Molecules 2025 dataset | ωB97M-V/def2-TZVPD
C -1.92476 1.30990 -0.56309
C -1.62992 2.76760 -0.79655
H -1.22917 0.60282 -0.96823
H -1.99189 1.17147 0.56340
H -3.02588 1.08262 -0.78686
H -0.91389 3.18611 0.04155
H -2.49508 3.48088 -0.69688
H -1.09433 2.80963 -1.83965
C 1.73754 -0.97679 0.35375
C 1.89521 -2.30732 -0.30868
C 0.42608 -0.91700 1.24632
H 2.58058 -0.94024 1.13415
H 1.70035 -0.19688 -0.32690
H 2.84237 -2.53683 -0.62130
H -0.33727 -1.53770 0.78749
H 0.64828 -1.38105 2.21125
H 1.21462 -2.51490 -1.22273
H 1.58936 -3.19872 0.38413
H 0.00781 0.09640 1.40884
```